one.
Formula: C5H14O3
Source: the Open Molecules 2025 dataset
Level of theory: ωB97M-V/def2-TZVPD

ORCA input file:
```
! RIJCOSX wB97M-V def2-TZVPD def2/J DEFGRID3
* xyz 0 1
O -1.259 -0.517 2.439
C -1.088 -0.836 1.278
C -0.110 -0.118 0.374
C -1.082 0.344 -0.875
C -2.038 1.368 -0.361
C -0.246 0.954 -1.974
H -1.452 -1.651 0.806
H 0.346 0.771 0.810
H 0.780 -0.957 0.300
H -1.569 -0.609 -1.162
H -2.773 1.005 0.363
H -2.579 1.824 -1.225
H -1.749 2.394 0.010
H 0.902 1.094 -1.941
H -0.400 0.513 -2.879
H -0.501 1.982 -2.311
H 1.097 -0.994 2.842
H 2.449 -1.803 3.064
O 2.028 -0.754 3.070
H 2.515 -1.121 -0.431
H 3.329 -1.493 -1.554
O 3.398 -1.396 -0.644
*
```

Calculated values
orbital gap: 0.3870 Ha
structure (SMILES): CC(C)CC=O.O.O
LUMO: 0.5 eV
HOMO energy: -10.0 eV

***

two.
Formula: C5H14O3
Source: the Open Molecules 2025 dataset
Level of theory: ωB97M-V/def2-TZVPD

ORCA input file:
```
! RIJCOSX wB97M-V def2-TZVPD def2/J DEFGRID3
* xyz 0 1
C 1.657 -1.073 0.020
C 2.430 -0.837 1.133
C 0.312 -0.318 -0.118
C 0.221 0.496 -1.361
C -0.891 1.081 -1.804
H 1.833 -1.963 -0.640
H 3.033 -1.705 1.255
H 2.336 -0.097 1.867
H -0.510 -1.058 -0.218
H -0.039 0.090 0.768
H 1.169 0.665 -1.683
H -0.970 1.740 -2.629
H -1.794 0.894 -1.277
H 1.686 2.854 1.192
H 1.826 1.940 2.414
O 1.988 2.779 2.109
H -1.408 -1.132 -3.097
H -2.526 -0.114 -2.940
O -2.307 -0.951 -2.972
H -3.274 -0.879 2.192
H -2.388 -1.475 3.260
O -2.384 -0.936 2.528
*
```

Calculated values
orbital gap: 0.3745 Ha
structure (SMILES): C=CCC=C.O.O.O
LUMO: 0.7 eV
HOMO energy: -9.5 eV

***

Stability ranking, top entry: one; the second entry is 0.0211 hartree less favorable.

***

one.
Formula: C3H3NOS2
Source: the Open Molecules 2025 dataset
Level of theory: ωB97M-V/def2-TZVPD

ORCA input file:
```
! RIJCOSX wB97M-V def2-TZVPD def2/J DEFGRID3
* xyz 0 1
C -2.199 0.728 0.137
C 0.842 0.092 -0.169
C 2.104 -0.842 -0.118
H -1.492 1.677 -0.538
H -3.270 0.922 0.471
H 1.895 -2.011 -0.002
N -1.934 -0.562 0.278
O 0.998 1.265 -0.130
S -0.460 -1.159 -0.100
S 3.517 -0.110 0.172
*
```

Calculated values
orbital gap: 0.2824 Ha
LUMO: -1.4 eV
HOMO energy: -9.1 eV

***

two.
Formula: C3H3NOS2
Source: the Open Molecules 2025 dataset
Level of theory: ωB97M-V/def2-TZVPD

ORCA input file:
```
! RIJCOSX wB97M-V def2-TZVPD def2/J DEFGRID3
* xyz 0 1
C 0.342 1.944 -1.719
C -0.088 0.000 1.549
C -1.003 -2.184 1.021
N 1.508 1.993 -1.972
O -0.434 -1.023 0.953
S 1.159 0.943 1.802
S -1.128 2.110 -1.252
H -1.629 -2.475 0.202
H -0.909 -2.787 1.908
H 2.182 1.478 -2.494
*
```

Calculated values
orbital gap (alpha / beta): 0.2749 / 0.2936 Ha
LUMO (alpha / beta): 0.0 / 0.0 eV
HOMO energy (alpha / beta): -7.5 / -8.0 eV

***

Stability ranking, top entry: one; the second entry is 0.0515 hartree less favorable.